The following is a DFT calculation (ωB97M-V/def2-TZVPD) of an isolated molecule of C4H12N2.

Element x y z (Å)
C 1.024 0.234 -0.274
C 0.115 -0.526 -1.241
C -1.338 -0.425 -0.680
N -1.872 0.933 -1.067
C 1.161 -0.339 1.168
N 0.954 0.609 2.249
H 0.558 1.204 -0.114
H 1.932 0.540 -0.786
H 0.279 -1.614 -1.176
H 0.218 -0.207 -2.294
H -1.407 -0.710 0.372
H -1.945 -1.223 -1.238
H -1.546 1.641 -0.430
H -1.594 0.978 -2.072
H 0.578 -1.343 1.180
H 2.127 -0.877 1.282
H 0.076 1.105 2.042
H 0.681 0.019 3.080

The LUMO energy is 0.03929 Ha. As for the gap between HOMO and LUMO: 10.084 eV. The energy is -269.0650 a.u. The spin multiplicity is 1. As for the structure (SMILES): NCCCCN. Its energy above the lowest of the compared OMol25 structures with the same formula, charge and spin is 32.2 kcal per mole.

The computed natural (NBO) charges, all in e, follow:
1 C -0.423
2 C -0.411
3 C -0.223
4 N -0.856
5 C -0.225
6 N -0.810
7 H 0.186
8 H 0.215
9 H 0.197
10 H 0.206
11 H 0.199
12 H 0.183
13 H 0.361
14 H 0.361
15 H 0.153
16 H 0.190
17 H 0.343
18 H 0.357

---

The following is a DFT calculation (ωB97M-V/def2-TZVPD) of an isolated molecule of C4H12N2.

Element x y z (Å)
C -0.636 -1.237 1.132
C -0.652 0.052 0.259
C -1.284 1.184 1.133
N 0.694 0.556 -0.049
C 1.493 -0.224 -0.977
N 0.909 -0.367 -2.346
H 0.316 -1.730 0.994
H -1.392 -1.941 0.655
H -0.821 -0.990 2.162
H -1.268 -0.090 -0.637
H -0.526 1.983 1.270
H -1.433 0.799 2.132
H -2.159 1.621 0.640
H 1.223 0.781 0.786
H 1.741 -1.253 -0.667
H 2.397 0.340 -1.170
H 0.031 0.167 -2.383
H 1.367 0.349 -2.933

The LUMO energy is 0.04264 Ha. As for the gap between HOMO and LUMO: 9.962 eV. The energy is -269.0688 a.u. The spin multiplicity is 1. As for the structure (SMILES): CC(C)NCN. Its energy above the lowest of the compared OMol25 structures with the same formula, charge and spin is 29.8 kcal per mole.

The computed natural (NBO) charges, all in e, follow:
1 C -0.634
2 C -0.055
3 C -0.609
4 N -0.650
5 C -0.053
6 N -0.832
7 H 0.208
8 H 0.214
9 H 0.204
10 H 0.192
11 H 0.212
12 H 0.198
13 H 0.216
14 H 0.366
15 H 0.149
16 H 0.180
17 H 0.347
18 H 0.346

---

The following is a DFT calculation (ωB97M-V/def2-TZVPD) of an isolated molecule of C4H12N2.

Element x y z (Å)
C 0.512 -0.125 0.142
C -0.011 0.919 1.046
C -0.628 0.108 -1.213
C 0.364 -1.533 0.700
N 1.858 0.127 -0.259
N -1.961 0.649 -1.064
H 0.742 0.881 2.084
H 2.016 1.074 -0.591
H 2.257 -0.610 -0.831
H -1.937 1.625 -0.781
H -2.481 0.135 -0.358
H -0.982 0.704 1.487
H 0.116 1.946 0.705
H -0.723 -0.906 -1.613
H -0.118 0.668 -2.003
H -0.684 -1.745 0.931
H 0.936 -1.632 1.629
H 0.722 -2.284 -0.012

The LUMO energy is 0.03478 Ha. As for the gap between HOMO and LUMO: 8.937 eV. The energy is -269.0711 a.u. The spin multiplicity is 1. As for the structure (SMILES): CC(C)(N)CN. Its energy above the lowest of the compared OMol25 structures with the same formula, charge and spin is 28.4 kcal per mole.

The computed natural (NBO) charges, all in e, follow:
1 C 0.105
2 C -0.614
3 C -0.246
4 C -0.620
5 N -0.852
6 N -0.823
7 H 0.186
8 H 0.370
9 H 0.371
10 H 0.353
11 H 0.351
12 H 0.219
13 H 0.212
14 H 0.175
15 H 0.181
16 H 0.208
17 H 0.218
18 H 0.208

---

The following is a DFT calculation (ωB97M-V/def2-TZVPD) of an isolated molecule of C4H12N2.

Element x y z (Å)
C 1.826 -0.449 -1.747
N 0.551 -0.687 -1.091
C -0.138 0.560 -0.794
C -1.384 0.377 0.034
C -1.126 -0.329 1.384
N -0.025 0.322 2.138
H 1.660 0.155 -2.646
H 2.594 0.061 -1.157
H 2.240 -1.368 -2.162
H 0.776 -1.247 -0.272
H -0.482 1.017 -1.728
H 0.615 1.284 -0.450
H -2.088 -0.297 -0.451
H -1.812 1.344 0.306
H -0.960 -1.392 1.185
H -2.022 -0.291 2.002
H -0.394 1.199 2.499
H 0.168 -0.260 2.950

The LUMO energy is 0.03988 Ha. As for the gap between HOMO and LUMO: 9.677 eV. The energy is -269.0866 a.u. The spin multiplicity is 1. As for the structure (SMILES): CNCCCN. Its energy above the lowest of the compared OMol25 structures with the same formula, charge and spin is 18.7 kcal per mole.

The computed natural (NBO) charges, all in e, follow:
1 C -0.416
2 N -0.629
3 C -0.220
4 C -0.411
5 C -0.217
6 N -0.843
7 H 0.187
8 H 0.168
9 H 0.198
10 H 0.354
11 H 0.185
12 H 0.175
13 H 0.214
14 H 0.201
15 H 0.183
16 H 0.169
17 H 0.349
18 H 0.354

---

Among the records above, which one has the lowest energy above the lowest of the compared OMol25 structures with the same formula, charge and spin?
number 4

---

Look up the spin multiplicity of the fourth one.
1